31
Properties=species:S:1:pos:R:3:forces:R:3 method="wB97M-V/def2-TZVPD" homo_ev=-8.66 de_lowest_kcal_mol=222.0 gap_ev=8.02 smiles="O=S(=O)(NC[C@H]1CCCO1)c1ccc(Br)cc1" multiplicity=1 energy_ev=-100134.1977
O 0.517507 2.993795 -1.469864 1.39 2.93 -7.67
S 0.410846 2.415388 -0.261785 -3.60 -1.96 7.32
O 0.607072 3.330652 0.879370 -0.24 -2.38 -0.92
N 1.229899 0.998597 -0.218022 -0.53 0.69 0.08
H 2.066505 0.948566 -0.853363 -0.96 0.12 1.31
C 1.316642 0.391559 1.181874 -0.34 2.60 -1.27
H 0.315276 0.372537 1.804593 1.85 0.31 -1.68
H 2.063234 1.093067 1.591687 -0.40 -0.93 1.02
C 1.815006 -0.945450 0.933161 3.40 -2.08 6.17
C 0.919177 -1.923329 0.267302 -2.67 2.32 -3.80
H 0.191449 -1.061447 -0.347418 1.91 -2.89 0.63
H 0.146523 -2.349542 0.854869 -0.14 -0.72 1.09
C 1.821828 -2.939209 -0.680040 -1.92 7.23 2.53
H 2.184083 -3.513837 0.056319 0.84 -3.77 1.66
H 1.316342 -3.143404 -1.601032 0.27 -0.72 -0.18
C 2.873184 -1.821418 -0.730649 5.70 -2.22 -6.39
H 3.932318 -2.443465 -1.007483 -2.38 1.93 0.50
H 2.651331 -1.189147 -1.621404 0.09 -0.63 0.03
O 3.205791 -0.916780 0.260623 -4.36 -1.17 2.24
H 2.026380 -1.291581 2.163881 -0.22 0.40 -3.32
C -1.417787 1.683107 -0.275237 2.72 5.28 9.72
C -2.271897 1.942507 1.097482 6.60 -0.46 -8.66
C -3.402257 1.352977 1.057407 -5.10 -2.68 2.24
C -3.884981 0.530576 0.095123 1.37 -1.02 -8.16
C -3.041757 0.492658 -1.455897 1.16 5.58 13.82
C -1.716541 0.958181 -1.271314 -4.32 -3.62 -5.39
H -1.151456 0.665956 -2.128009 1.32 0.47 -0.23
H -3.361646 -0.106901 -2.074198 -3.27 -5.85 -6.53
Br -5.598841 -0.400206 0.107868 1.32 0.84 0.29
H -3.992467 1.311603 1.941257 -0.66 0.39 0.91
H -1.770776 2.564005 1.702896 1.17 1.99 2.64


33
Properties=species:S:1:pos:R:3:forces:R:3 method="wB97M-V/def2-TZVPD" homo_ev=-8.70 gap_ev=8.93 smiles="S=[PH2]P(Cl)CCc1ccccc1.O=C1OC[C@@H](F)O1" multiplicity=1 energy_ev=-62429.5481
S 5.819422 -2.597064 1.029724 -0.03 0.10 0.10
P 5.311893 -0.720606 1.024790 0.16 -0.62 -0.15
P 3.108574 -0.584508 1.173757 -1.04 -0.81 0.04
Cl 2.457183 0.404826 -0.544213 0.50 0.22 0.39
C 2.739412 0.565996 2.574877 -0.14 0.33 -0.06
C 1.218075 0.829513 2.822605 0.11 -0.45 -0.46
C 0.247518 -0.037139 2.046317 0.35 0.87 0.27
C -0.599373 0.568733 1.156902 -0.13 1.21 -0.27
C -1.521730 -0.146070 0.443985 -0.26 0.56 -0.38
C -1.566603 -1.500161 0.608077 -1.33 -1.00 -1.07
C -0.745568 -2.141205 1.485394 0.15 -0.60 0.23
C 0.140027 -1.392670 2.203615 1.31 -0.59 1.24
H 5.845057 -0.018609 2.128543 0.01 0.41 -0.37
H 5.660624 -0.086460 -0.187468 0.02 0.47 0.39
H 3.141517 0.082152 3.468770 0.31 -0.09 -0.17
H 3.240248 1.524502 2.440145 0.12 -0.02 0.14
H 0.983270 0.704469 3.880221 0.23 0.18 0.08
H 1.025076 1.861182 2.540511 -0.10 0.07 0.15
H -0.539931 1.641796 1.009395 0.01 0.02 0.04
H -2.184874 0.376407 -0.228966 -0.10 -0.15 -0.10
H -2.266771 -2.096311 0.033752 -0.08 0.11 -0.04
H -0.788224 -3.212335 1.612713 -0.02 -0.07 0.00
H 0.814339 -1.872172 2.907699 -0.09 -0.13 0.00
C -2.645858 1.347151 -4.196115 0.03 0.26 -0.31
C -2.925765 -0.094396 -3.852284 0.37 -0.13 0.27
O -3.492409 0.000543 -2.557139 -0.27 0.24 -0.42
C -4.104866 1.222853 -2.486235 -0.14 0.15 0.29
O -4.889312 1.532307 -1.656697 0.11 -0.02 0.00
O -3.691825 2.027586 -3.498821 0.05 -0.28 0.04
F -1.785121 -0.821991 -3.784138 -0.07 -0.05 0.01
H -1.677841 1.675937 -3.814903 0.03 -0.18 0.07
H -2.694882 1.546622 -5.263737 -0.18 0.10 0.05
H -3.631281 -0.590880 -4.521076 0.09 -0.10 -0.01


31
Properties=species:S:1:pos:R:3:forces:R:3 method="wB97M-V/def2-TZVPD" homo_ev="-16.15 / -16.16" total_charge=+2 de_lowest_kcal_mol=36.2 gap_ev="5.22 / 5.51" multiplicity=3 s_squared=2.101 energy_ev=-33624.8818
Cl -1.430280 2.892460 -2.314998 0.84 -0.53 0.32
C -0.703375 -1.174085 -1.807917 -0.21 0.13 -1.85
C 0.719213 -1.341183 -1.624490 0.69 -0.14 -1.13
C 1.392947 -0.544203 -2.612052 -0.53 -0.87 -0.66
H 1.210706 -2.001741 -0.906335 -0.27 0.43 -0.09
C 0.401718 0.174535 -3.399088 -0.13 -0.81 0.74
C -0.903497 -0.281837 -2.926342 0.81 -1.36 -0.03
H -1.850051 0.001295 -3.357098 -0.14 0.18 0.16
H -1.494893 -1.673010 -1.249117 0.28 0.31 0.03
H 2.461492 -0.472753 -2.781714 -0.05 0.04 0.23
C 0.679026 1.344799 -4.283105 -0.09 0.27 -0.41
Mo 0.178820 0.801990 -1.316813 -4.21 1.47 2.30
C 1.674234 1.400441 -0.104703 5.88 2.46 4.33
O 2.533056 1.718762 0.608402 -3.62 -1.45 -2.93
C -1.456175 2.060809 -0.567751 -2.09 0.40 3.13
O -2.216208 2.377562 0.284689 2.44 -1.03 -2.67
H 1.634785 1.823249 -4.022118 -0.17 -0.27 -0.24
H -0.111230 2.101554 -4.169910 0.36 -0.43 -0.34
H 0.695610 1.038493 -5.336736 0.13 0.04 0.15
C -0.183676 -2.206941 3.424655 0.06 -0.25 -0.05
N -0.270261 -0.755121 3.380802 0.01 0.94 -1.83
C -0.444862 0.001305 4.619358 -0.12 0.75 0.29
C -0.213579 -0.192057 2.164939 -0.15 0.10 2.38
O -0.071381 -0.901671 1.147236 0.28 0.98 -2.31
H -0.267692 -2.509046 4.469541 0.05 -0.19 -0.35
H 0.764593 -2.524347 2.985510 -0.01 -0.09 0.25
H -0.977122 -2.639400 2.812325 -0.05 -0.07 0.24
H 0.390274 0.713509 4.765012 -0.37 -0.50 0.04
H -1.386601 0.585313 4.595933 0.45 -0.47 0.11
H -0.469495 -0.734441 5.438836 -0.02 0.62 -0.29
H -0.286106 0.915768 2.083045 -0.06 -0.64 0.48


29
Properties=species:S:1:pos:R:3:forces:R:3 method="wB97M-V/def2-TZVPD" homo_ev=-7.63 de_lowest_kcal_mol=33.1 gap_ev=7.82 smiles="Clc1ccc(/N=N/N2CCCCC2)cc1" multiplicity=1 energy_ev=-28623.9123
Cl -0.732168 6.718101 -0.448662 -0.23 0.61 -0.41
N -0.398582 0.897297 0.517641 0.86 -6.30 -0.13
N -0.178310 0.171115 -0.541856 -0.44 0.01 2.15
C -1.211818 4.046721 -1.097157 -0.84 -0.40 -1.20
C -0.415747 4.528018 1.105199 -0.78 -0.32 -0.60
C -1.118953 2.644052 -0.912021 0.30 0.87 0.84
C -0.460808 3.120601 1.402295 0.89 1.57 -0.43
C -0.860541 5.056288 -0.152754 0.97 -4.02 1.38
C -0.639401 2.180320 0.367828 -1.06 3.68 -2.55
N -0.154772 -1.188109 -0.370714 0.02 1.65 3.19
C -0.276669 -1.884238 1.044437 -0.13 0.54 -1.17
C 0.228365 -1.964842 -1.510876 1.77 0.46 -0.29
C 0.727298 -3.001084 1.293493 0.64 -1.21 0.59
C 1.293610 -3.038552 -1.150749 0.79 -0.01 -0.27
C 1.043302 -3.927681 0.101074 -1.69 0.74 -0.34
H -1.649297 4.284026 -2.080858 0.43 0.52 0.53
H -0.022923 5.244079 1.850084 -0.49 -0.60 -0.30
H -1.385262 1.861251 -1.720014 0.45 1.79 1.46
H -0.174662 2.839033 2.428126 -0.06 -0.18 -0.75
H -0.129050 -1.112602 1.795386 -0.08 0.21 -0.27
H -1.279217 -2.311908 1.233125 0.13 0.50 -0.73
H -0.653321 -2.388730 -1.889555 -1.23 -1.06 -0.79
H 0.622680 -1.261577 -2.312119 -0.39 -0.84 1.08
H 1.687615 -2.617344 1.623240 0.12 0.48 0.10
H 0.374766 -3.650142 2.157192 0.17 0.91 -0.91
H 1.431660 -3.713981 -2.020196 -0.01 0.53 0.30
H 2.265236 -2.492506 -0.985765 -0.79 -0.51 -0.19
H 1.989265 -4.486685 0.316504 -1.21 -0.03 -0.24
H 0.077705 -4.550923 -0.042330 1.88 0.38 -0.07